No. 1
C3H5HgLiO as an isolated structure, computed with wB97M-V/def2-TZVPD.

```
11
Properties=species:S:1:pos:R:3:forces:R:3:lowdin_spin:R:1
C -0.6906 -0.2098 1.1799 -5.3 3.1 3.7 0.467
O -1.5958 0.6182 1.5289 4.9 -6.4 -3.0 0.340
Hg -2.3158 2.7013 1.9423 -0.9 2.9 0.6 -0.010
H -0.4957 -0.9744 1.9826 0.9 0.2 -0.4 0.093
Li -1.4512 -0.5723 -0.8004 0.2 0.2 -0.3 0.011
C 1.0225 -0.9345 -1.0532 0.1 1.3 -0.8 0.064
C 1.0306 0.4140 -0.8337 1.0 -1.5 -0.3 0.030
H 0.8886 -1.3143 -2.0699 -0.3 0.2 0.1 0.003
H 1.2867 -1.7207 -0.3441 0.0 0.6 0.2 0.001
H 0.8466 1.1649 -1.6055 -0.1 -0.4 0.0 0.000
H 1.4741 0.8276 0.0731 -0.6 -0.1 0.1 0.002
```
Forces are in eV/Å.

Output
expectation value of S²: 0.7570
molecular weight: 264.603 g mol⁻¹
HOMO (alpha / beta): -11.55 / -11.54 eV
net charge: +1
Kohn-Sham gap (alpha / beta): 6.01 / 5.26 eV
multiplicity: 2

=====

No. 2
One molecule with the formula C11H21N, computed with wB97M-V/def2-TZVPD.

```
33
Properties=species:S:1:pos:R:3:forces:R:3:nbo_charge:R:1
C 2.8658 -0.2407 0.1452 0.8 -2.5 -0.8 -0.079
C 2.0169 -0.4011 1.3502 -2.1 1.5 1.9 -0.407
C 0.6567 0.4695 1.1518 0.0 0.2 3.4 -0.408
C -0.1114 0.0544 0.0181 -3.9 -1.0 1.3 -0.089
C -1.0901 1.1303 -0.5005 2.3 0.6 -1.9 -0.374
C -2.3617 1.2926 0.1557 1.3 -0.5 3.8 -0.418
C -3.1046 0.0189 0.0023 -3.6 -0.7 -1.5 -0.411
C -2.2762 -1.2741 -0.2463 -1.9 0.6 -0.4 -0.423
C -1.0429 -1.0614 0.5743 0.1 -2.8 2.6 -0.408
C 0.7000 -0.1973 -1.1105 3.7 -3.2 -2.8 -0.407
C 2.0984 -0.9244 -0.9517 -0.2 -0.6 -1.5 -0.405
H 2.1842 1.5425 -0.1311 -1.0 1.0 0.4 0.347
H 3.3328 1.3150 -1.1491 0.5 -0.6 -0.1 0.356
H 3.8305 -0.8236 0.1643 -0.6 0.8 0.7 0.190
H 2.4744 0.1072 2.2391 -0.2 -1.3 -0.4 0.226
H 1.6887 -1.5022 1.4173 0.8 1.7 0.6 0.222
H -0.1765 0.3619 1.9642 2.6 0.3 -0.3 0.216
H 0.6847 1.5486 1.0525 1.4 0.4 0.5 0.205
H -0.6582 2.1218 -0.6428 0.9 0.1 0.7 0.206
H -1.1381 0.8937 -1.5474 -1.1 -0.4 -0.8 0.196
H -1.9894 1.4379 1.2501 -1.3 0.0 -1.2 0.182
H -2.7477 2.2235 -0.1662 -1.3 0.6 -0.2 0.224
H -3.7815 0.1443 -0.8610 0.4 0.1 -0.4 0.204
H -3.9515 -0.1709 0.7013 1.1 0.2 0.5 0.209
H -2.1204 -1.4375 -1.3575 0.2 0.2 1.3 0.204
H -3.0069 -2.0610 0.0746 1.2 0.1 -0.1 0.222
H -0.6186 -2.0826 0.9307 0.3 1.5 -1.3 0.224
H -1.3523 -0.7595 1.6799 0.0 -0.2 -2.4 0.199
H 0.1541 -0.6962 -1.8690 -0.6 -0.6 -0.9 0.212
H 0.9183 0.7299 -1.5103 0.6 2.0 -1.1 0.198
H 2.8828 -0.8527 -1.7688 -1.8 0.2 -0.2 0.203
H 1.9700 -2.0255 -0.8687 0.0 0.6 0.6 0.202
N 3.0698 1.1185 -0.1908 1.3 1.3 0.2 -0.821
```
Forces are in eV/Å.

Output
SMILES string: NC1CCC2(CCCCC2)CC1
molecular weight: 167.296 g mol⁻¹
HOMO: -9.08 eV
Kohn-Sham gap: 9.93 eV

=====

No. 3
A 12-piece molecular cluster, C10H42BF4N20O11 overall, computed with wB97M-V/def2-TZVPD.

```
88
Properties=species:S:1:pos:R:3:forces:R:3:mulliken_charge:R:1
B 12.4212 -22.8668 -18.6095 0.4 -1.5 -0.4 0.640
F 11.9161 -23.9411 -19.4089 -0.6 0.6 0.2 -0.450
F 11.7643 -21.6624 -18.8454 -0.8 0.1 0.3 -0.410
F 12.5134 -23.3161 -17.2898 -1.5 0.1 1.2 -0.393
F 13.7291 -22.7170 -18.9307 2.4 0.8 -1.3 -0.387
O 8.9824 -24.3556 -16.9342 -0.4 0.2 0.1 -0.674
H 9.8492 -23.9525 -16.9844 0.4 0.1 -0.1 0.328
H 9.0414 -25.1232 -17.5030 0.1 -0.3 -0.1 0.321
C 17.9928 -20.8355 -14.0532 1.7 2.2 1.0 0.697
O 17.8961 -19.6480 -14.2406 0.0 2.0 0.3 -0.673
N 18.8261 -21.4142 -13.2035 2.5 0.3 2.7 -0.428
N 17.3777 -21.7006 -14.7294 -3.7 -3.8 -3.6 -0.316
H 19.3425 -20.7323 -12.6665 0.1 -0.6 0.3 0.214
H 18.8052 -22.3945 -12.9614 0.1 0.5 0.1 0.179
H 16.7183 -21.3314 -15.3995 0.0 -0.7 0.0 0.186
H 17.5433 -22.6751 -14.5221 -0.7 0.2 -0.7 0.139
C 10.5170 -28.8388 -17.4468 -2.5 1.6 1.7 0.714
O 9.3667 -28.4478 -17.5383 -0.6 0.9 0.1 -0.671
N 10.9432 -29.8553 -18.1016 1.8 -3.8 -3.1 -0.392
N 11.4171 -28.4278 -16.5567 0.7 1.3 1.2 -0.371
H 11.9384 -30.0202 -18.0520 -0.4 -0.6 -0.6 0.150
H 10.3363 -30.2675 -18.7957 0.5 0.1 0.1 0.224
H 12.3540 -28.7954 -16.6419 -0.2 0.7 0.7 0.151
H 11.1135 -27.6760 -15.9544 0.7 0.0 0.0 0.200
C 16.3089 -26.9139 -14.6543 -1.5 -0.7 -0.3 0.737
O 16.6381 -27.7566 -13.8496 0.7 -0.1 0.4 -0.663
N 16.5232 -26.8680 -15.9509 3.8 -2.6 -3.5 -0.385
N 15.4306 -25.9520 -14.5417 -3.5 3.6 3.7 -0.340
H 17.2467 -27.5174 -16.2245 0.0 0.4 -1.0 0.188
H 16.1694 -26.1207 -16.5310 0.7 -0.7 -0.2 0.144
H 14.7611 -25.9694 -13.7857 0.2 0.3 0.0 0.180
H 15.2092 -25.3906 -15.3516 -0.4 -0.1 0.8 0.141
C 14.0084 -21.5917 -24.0596 0.5 -4.8 1.5 0.685
O 14.2158 -22.8350 -24.0584 -0.8 2.1 0.1 -0.695
N 13.2940 -20.8804 -23.2265 -3.3 0.1 3.7 -0.385
N 14.6269 -20.7539 -24.7911 3.5 2.4 -4.8 -0.402
H 12.9485 -19.9617 -23.4644 0.0 -0.4 0.3 0.194
H 12.8982 -21.3753 -22.4400 -0.3 0.3 -0.1 0.188
H 14.5638 -19.7692 -24.5756 0.5 -0.4 -0.5 0.183
H 15.2622 -21.1535 -25.4669 0.0 0.6 -0.1 0.225
C 11.8181 -17.5682 -14.2631 -1.5 0.2 -0.9 0.628
O 10.8305 -18.2367 -14.4109 -2.5 -0.8 0.5 -0.658
N 11.8481 -16.2742 -13.9858 -0.5 3.2 0.8 -0.414
N 12.9809 -18.0954 -14.4454 4.7 -2.3 -0.6 -0.398
H 10.9926 -15.7395 -14.0339 0.2 -0.3 0.0 0.229
H 12.7013 -15.7426 -14.0840 -0.2 -0.2 0.1 0.190
H 12.9759 -19.0601 -14.7444 0.0 0.2 0.0 0.223
H 13.7979 -17.5623 -14.7070 -0.2 -0.1 0.2 0.202
C 7.4012 -20.4029 -20.6519 -0.7 -0.3 0.1 0.713
O 6.6906 -19.8350 -21.4139 -2.5 3.3 -1.4 -0.663
N 7.5354 -20.2970 -19.3405 0.1 0.7 2.9 -0.348
N 8.1120 -21.3820 -21.1110 3.3 -4.0 -1.4 -0.369
H 7.0298 -19.6505 -18.7519 0.1 -0.3 -0.4 0.187
H 8.1711 -20.9612 -18.9224 -0.2 0.5 0.4 0.152
H 8.5375 -22.0394 -20.4731 0.3 0.0 -0.6 0.150
H 8.2421 -21.4940 -22.1062 -0.2 0.0 0.4 0.188
C 12.4772 -16.8421 -19.3022 2.7 2.3 1.3 0.646
O 12.8365 -15.7199 -19.0258 0.6 1.9 0.0 -0.709
N 11.2738 -17.1869 -19.4951 -5.8 -2.3 -0.9 -0.358
N 13.3305 -17.8479 -19.3134 2.8 -1.5 -0.2 -0.365
H 11.1787 -18.1793 -19.3338 -1.1 0.1 -0.2 0.168
H 10.4973 -16.5814 -19.2703 0.4 -0.1 0.0 0.248
H 13.1316 -18.7681 -19.6791 0.2 0.2 0.0 0.169
H 14.2680 -17.4726 -19.3339 0.2 -0.7 0.0 0.203
C 17.2406 -26.2312 -21.0680 -2.8 -0.8 0.5 0.629
O 17.9655 -27.0936 -20.7215 4.0 -2.3 0.5 -0.640
N 15.9314 -26.4634 -20.9588 -4.2 -0.1 0.2 -0.390
N 17.4744 -25.0319 -21.5458 1.4 2.3 -0.8 -0.335
H 15.5180 -27.3707 -20.7979 0.9 0.1 0.2 0.178
H 15.2182 -25.7505 -21.0159 0.2 0.1 -0.2 0.152
H 16.6428 -24.4909 -21.7357 0.8 0.3 -0.6 0.198
H 18.3830 -24.8988 -21.9662 -0.4 0.5 0.1 0.217
C 11.0285 -23.9381 -12.1664 0.0 -2.6 -4.0 0.613
O 11.1322 -25.0608 -12.6318 0.7 -0.9 0.0 -0.667
N 10.5232 -23.6270 -11.0591 -2.0 1.2 6.2 -0.351
N 11.2234 -22.8545 -12.8833 2.0 2.0 -3.9 -0.349
H 10.0288 -24.3152 -10.5095 0.2 0.6 0.1 0.230
H 10.4789 -22.6195 -11.0036 -0.9 -0.5 1.5 0.168
H 11.4517 -23.1005 -13.8359 0.1 0.6 -0.1 0.168
H 10.9971 -21.8895 -12.6891 0.0 -0.4 0.1 0.191
C 18.5989 -18.1151 -20.5652 -4.9 1.6 0.4 0.656
O 17.7762 -17.2052 -20.6549 -0.3 0.2 -0.8 -0.683
N 19.7625 -17.8887 -20.0810 4.3 1.0 1.0 -0.427
N 18.2818 -19.3763 -20.6810 -0.6 -3.4 -1.0 -0.352
H 20.4649 -18.5791 -20.3046 0.6 0.8 0.3 0.204
H 19.8752 -16.8851 -20.0872 1.1 -0.2 0.2 0.257
H 17.3639 -19.6503 -21.0010 0.4 0.1 0.1 0.199
H 19.0245 -20.0547 -20.5902 -0.6 -0.2 -0.1 0.145
```
Forces are in eV/Å.

Output
molecular weight: 705.379 g mol⁻¹
HOMO: -7.65 eV
net charge: -1
Kohn-Sham gap: 9.35 eV